Record 1
This record from OMol25 describes 2 unconnected molecules or ions with the total composition H3O4PSi. The level of theory is ωB97M-V with the def2-TZVPD basis set.

Each line ends with the Mulliken charge.
Atoms and positions in Å:
O: 0.91 -1.66 1.45  -0.61
O: 1.25 0.89 1.24  -0.64
O: 2.64 -0.94 -1.37  -1.02
O: -2.23 -1.60 -0.30  -0.67
Si: -1.39 -0.35 -0.05  0.28
P: 0.75 -0.40 0.63  0.79
H: 2.05 -0.35 -1.88  0.19
H: -2.06 0.76 0.85  -0.13
H: -1.00 0.35 -1.28  -0.18

Its net charge is -2. As for the energy above the lowest of the compared OMol25 structures with the same formula, charge and spin: 54.77 kcal per mole. The HOMO-LUMO gap (spin up / spin down) is 7.37 / 7.37 eV.

---

Record 2
This record from OMol25 describes a gas-phase ion, C5H10NO (charge -1). The level of theory is ωB97M-V with the def2-TZVPD basis set.

Each line ends with the Mulliken charge.
Atoms and positions in Å:
C: 2.63 -0.63 0.32  -0.59
C: 1.68 -1.41 -0.20  -0.36
C: 0.18 -1.10 -0.10  -0.53
C: -0.31 0.28 -0.56  0.14
N: 0.23 1.29 0.37  -0.65
C: -1.86 0.54 -0.56  -0.67
O: -2.33 0.69 0.70  -0.91
H: 2.54 0.44 0.23  0.26
H: 3.61 -0.90 0.74  0.26
H: 1.97 -2.46 -0.14  0.24
H: -0.36 -1.83 -0.71  0.30
H: -0.17 -1.16 0.94  0.21
H: 0.03 0.61 -1.57  0.31
H: -0.46 1.37 1.12  0.26
H: 0.33 2.20 -0.06  0.22
H: -2.34 -0.19 -1.25  0.28
H: -2.04 1.48 -1.16  0.22

Its net charge is -1. As for the structure (SMILES): C=CC[C@H](N)C[O-]. As for the energy above the lowest of the compared OMol25 structures with the same formula, charge and spin: 26.31 kcal per mole. The HOMO-LUMO gap is 6.51 eV.

---

Question: Number 2 is which compound?
Answer: C5H10NO

---

Question: Which value of energy above the lowest of the compared OMol25 structures with the same formula, charge and spin does entry 1 give?
Answer: 54.77 kcal per mole

---

Question: The lowest energy above the lowest of the compared OMol25 structures with the same formula, charge and spin belongs to which entry?
Answer: C5H10NO